15
Properties=species:S:1:pos:R:3:forces:R:3 method="wB97M-V/def2-TZVPD" smiles="CC/N=C/OC" homo_energy_ev=-9.633 charge=0 e_above_lowest_kcal_mol=34.5
C 2.1991 0.8355 0.5631 -0.1 -0.1 -0.1
C 1.4025 -0.1473 -0.3052 0.2 0.3 -0.1
N -0.0380 0.0378 -0.2032 -0.1 -0.5 0.1
C -0.6790 -0.9870 0.1679 0.3 0.1 -0.3
O -2.0115 -1.0884 0.1448 0.1 0.1 0.1
C -2.6714 0.0753 -0.3455 -0.2 0.1 0.0
H 1.7724 0.9195 1.5690 0.1 -0.1 -0.2
H 3.2465 0.5184 0.6486 -0.2 0.1 0.0
H 2.1738 1.8261 0.1005 0.0 -0.1 0.2
H 1.6822 -1.1940 -0.1131 0.1 0.1 0.2
H 1.6488 0.0550 -1.3540 0.1 -0.1 0.1
H -0.2167 -1.9203 0.5099 -0.1 0.1 -0.1
H -3.7241 -0.1973 -0.4019 0.1 0.1 0.0
H -2.2786 0.3616 -1.3273 -0.1 -0.1 0.2
H -2.5060 0.9050 0.3465 -0.1 0.0 -0.1

=====

33
Properties=species:S:1:pos:R:3:forces:R:3 method="wB97M-V/def2-TZVPD" homo_energy_ev=-9.212 charge=0 e_above_lowest_kcal_mol=3.1
N -2.0037 8.2623 1.3186 0.4 -0.8 1.4
C -1.7583 7.6469 2.2737 -0.9 1.7 -2.7
C -1.4459 6.9109 3.4109 2.1 -0.4 0.9
C -0.1559 6.8222 3.8578 -2.4 -0.1 -0.3
C 0.8767 7.4668 3.1876 2.6 1.5 -1.6
N 1.7300 8.0115 2.6144 -1.3 -0.9 0.9
C 0.1651 6.0455 5.0558 2.1 -0.2 0.8
O 1.3065 5.9511 5.4720 -0.6 0.3 -0.6
C -0.9144 5.3837 5.7430 -2.1 -0.8 0.6
Cl -0.5478 4.4736 7.1457 0.3 0.2 -0.3
C -2.1940 5.4710 5.2988 1.1 -1.1 1.8
Cl -3.4553 4.6718 6.1359 0.0 0.3 -0.4
C -2.5289 6.2297 4.1208 -2.4 0.0 -0.8
O -3.6847 6.2919 3.7394 1.0 0.2 0.0
C 4.9249 2.3173 0.8168 0.3 0.1 0.3
O 4.0505 2.1093 -0.2705 -2.2 0.9 -0.3
C 2.7957 2.7366 -0.1917 1.0 -0.5 -0.1
C 1.9104 2.5485 -1.2566 0.6 -0.3 0.0
C 0.6688 3.1285 -1.2446 0.7 0.1 0.8
N 0.2792 3.8915 -0.2025 1.2 -0.3 0.4
B -1.0886 4.5290 -0.2006 -1.7 0.7 -0.1
H -1.2686 5.1635 0.7776 0.2 0.4 0.9
C 1.1098 4.0957 0.8399 0.0 -0.6 -1.1
C 2.3608 3.5335 0.8682 0.9 -0.4 0.0
H 5.8499 1.7746 0.6125 -0.2 0.0 -0.1
H 5.1593 3.3773 0.9229 0.0 0.0 0.1
H 4.4893 1.9282 1.7381 0.0 0.0 0.1
H 2.2289 1.9378 -2.0829 0.0 -0.1 -0.2
H -0.0142 2.9867 -2.0633 -0.3 0.2 0.1
H -1.2169 5.2567 -1.1210 0.2 0.4 -0.7
H -1.9350 3.7081 -0.2546 -0.3 -0.8 -0.1
H 0.7635 4.7146 1.6471 -0.3 0.1 -0.1
H 3.0092 3.7068 1.7081 0.0 0.1 0.2

=====

16
Properties=species:S:1:pos:R:3:forces:R:3 method="wB97M-V/def2-TZVPD" smiles=CC.CC homo_energy_ev=-11.463 charge=0 e_above_lowest_kcal_mol=16.1
C -1.8250 1.1793 -0.7239 0.9 -1.5 1.2
C -2.0011 -0.0966 0.1550 0.1 -0.4 -0.8
H -1.1304 1.0079 -1.5483 -0.3 -0.2 -0.2
H -2.8306 1.3562 -1.0807 0.1 0.9 -0.2
H -1.3051 1.9094 -0.1194 -0.7 0.9 0.0
H -2.8893 -0.0337 0.7792 -0.3 0.0 -0.3
H -1.2278 -0.4218 0.8548 0.4 0.6 -0.3
H -2.0840 -0.9027 -0.5826 -0.4 -0.3 0.5
C 1.5332 -0.9193 -0.2171 2.2 -0.4 0.0
C 2.2908 -0.0120 0.8104 -2.8 -1.0 -0.2
H 0.5545 -0.5816 -0.5252 0.1 0.2 -0.3
H 2.2877 -1.0319 -1.0151 -0.9 0.4 -0.6
H 1.5059 -1.9675 0.0806 -0.6 0.1 0.6
H 1.5424 0.2861 1.5555 0.4 0.1 0.2
H 2.5692 0.8897 0.2875 0.9 0.1 0.2
H 3.0097 -0.6614 1.2895 0.7 0.6 0.0